Below is 6 unconnected molecules or ions with the total composition C38H81BN3O7, with properties calculated with wB97M-V/def2-TZVPD.

The geometry in XYZ format:
```
130
Properties=species:S:1:pos:R:3:forces:R:3:lowdin_charge:R:1
O 1.19106 3.35822 2.51209 -0.004 -0.334 -0.158 -0.156
O -2.25551 2.30576 -0.35225 0.402 1.607 -2.733 0.055
O -1.91999 4.47704 -1.58023 0.801 -1.852 0.749 0.145
O -5.11699 1.21524 4.39068 0.101 -0.214 0.084 -0.158
O -4.79417 -4.44579 4.82581 0.041 -0.228 0.138 -0.158
O -0.28028 -5.86917 -3.68009 -0.181 -0.118 -0.174 -0.168
O 3.78837 6.79857 0.41443 -0.230 0.097 -0.132 -0.150
N 0.99428 3.75830 -0.97922 -0.869 -0.935 -0.915 0.180
N -0.57541 2.42551 -2.15313 0.889 0.677 0.119 0.297
N 1.74337 2.20198 -2.73453 -2.879 -0.513 1.382 0.086
C -3.63228 2.66162 -0.06034 -1.785 -0.766 1.603 -0.205
C -4.25390 -6.11962 6.41364 -0.046 0.041 0.378 -0.175
C -4.57588 -0.46137 5.97558 -0.065 0.040 0.356 -0.172
C 1.73740 -2.33841 -1.80088 -0.987 -0.151 -0.319 -0.233
C 2.79571 8.53381 -0.85789 -0.121 -0.051 -0.300 -0.176
C 0.67798 2.78753 -1.98273 1.629 -0.505 -0.491 -0.283
C -1.43759 -6.88631 -5.48127 0.172 -0.201 -0.274 -0.174
C -5.12101 -6.73737 5.33505 0.062 -0.269 -0.244 -0.176
C -2.10817 -7.29234 -4.18441 -0.344 0.073 0.135 -0.174
C 3.82127 2.18439 -1.18405 0.844 -0.183 -0.070 -0.175
C 1.27826 -3.08486 -0.48758 1.456 0.727 -0.108 -0.186
C -4.08562 0.80495 5.29823 0.119 0.146 -0.175 -0.209
C 5.02238 1.16015 -0.91919 -0.860 0.367 0.606 -0.179
C 4.69923 0.35280 0.42070 0.041 -0.993 -0.546 -0.176
C 2.53035 7.13032 1.01660 0.018 -0.230 0.016 -0.210
C 4.07380 7.74982 -0.62134 0.287 0.055 0.125 -0.205
C 2.20305 2.95550 3.45074 0.307 0.129 -0.109 -0.192
C -3.76364 -4.85379 5.73561 0.165 0.122 -0.221 -0.206
C 0.54597 -0.80875 -5.04017 0.366 -0.337 -1.146 -0.209
C 0.72288 -2.50027 -3.01250 1.381 -0.327 0.023 -0.178
C 4.27707 -1.16632 0.10528 -0.309 0.639 -0.035 -0.194
C -6.06891 0.14888 4.25861 -0.234 0.186 0.075 -0.200
C -1.03267 -6.97625 -3.16193 0.249 -0.121 0.172 -0.200
C -3.73343 2.96049 1.48673 1.054 -0.551 -0.337 -0.050
C 2.62836 0.71126 -5.72388 -0.642 1.020 -0.809 -0.245
C 1.70101 1.69121 4.12188 -0.089 0.078 0.353 -0.160
C -5.74497 -5.51189 4.69352 -0.216 0.209 0.003 -0.203
C 1.45109 -1.88109 -4.30144 -0.834 0.579 0.344 -0.189
C 2.46732 -3.05162 0.57924 -0.984 0.007 0.569 -0.200
C 1.32157 -0.05291 -6.21047 0.137 -0.268 0.659 -0.208
C 2.42989 2.26829 -6.04479 0.674 -0.659 0.801 -0.129
C 2.15565 8.51312 0.51664 -0.008 0.238 0.235 -0.173
C -5.44495 -1.07759 4.89806 0.063 -0.224 -0.297 -0.180
C 2.60067 1.39321 -1.80521 1.490 0.018 1.702 -0.177
C -0.63974 -5.66854 -5.05440 0.018 0.289 0.083 -0.213
C 0.24813 2.28400 2.36399 -0.152 0.239 0.129 -0.200
C 0.86220 1.06474 3.02682 0.062 -0.266 -0.270 -0.162
C 2.97750 -1.59139 0.90829 0.599 -0.131 -0.194 -0.221
B -1.66283 3.11147 -1.32547 -0.827 0.437 1.415 -0.574
H -4.86765 -5.86480 7.28282 0.065 -0.016 -0.020 0.117
H 2.61439 9.27675 1.15109 -0.059 -0.044 -0.013 0.120
H 2.38582 3.76350 4.16048 -0.054 0.048 -0.125 0.122
H -2.85551 -5.04224 5.15231 0.056 -0.011 0.087 0.117
H -0.76092 -7.67907 -5.81360 -0.037 0.059 -0.021 0.118
H 0.11615 0.35913 3.39334 0.012 0.042 -0.038 0.120
H -1.44570 -6.71314 -2.18612 0.093 0.069 -0.026 0.117
H 3.12576 2.76796 2.89036 0.050 0.000 0.088 0.111
H 1.51024 0.53941 2.31769 -0.067 0.004 0.062 0.083
H 1.07871 8.68373 0.50317 0.049 -0.019 0.015 0.115
H -3.17779 0.61574 4.71277 0.080 -0.025 0.075 0.107
H -6.30541 -0.00234 3.20321 0.037 0.105 0.015 0.115
H 0.03865 2.12279 1.30236 -0.058 0.074 0.007 0.095
H 3.02402 0.49055 -2.33002 -0.729 1.124 0.125 0.104
H 5.08519 0.46425 -1.80154 0.118 0.604 0.875 0.104
H -4.07244 3.44830 -0.72334 0.883 -0.405 0.595 0.126
H -1.24515 -4.75667 -5.11398 -0.005 0.008 -0.098 0.115
H 1.06591 1.94768 4.97480 0.069 -0.020 -0.017 0.120
H 2.97768 9.53719 -1.24300 0.005 -0.062 0.008 0.117
H -0.68063 2.58195 2.86128 -0.057 -0.086 -0.091 0.116
H -4.49267 -7.26105 4.60831 -0.061 0.000 0.026 0.116
H 2.24788 2.41423 -7.14003 0.158 0.060 1.055 0.079
H 3.51624 0.31305 -6.29453 -0.780 0.492 0.889 0.114
H 2.74014 -2.70355 -2.15316 -0.862 0.161 0.421 0.119
H 0.26289 -5.52661 -5.65223 0.029 0.018 0.105 0.117
H -0.34560 -7.81909 -3.03399 -0.068 -0.037 0.042 0.119
H 1.54030 4.51326 -1.39654 0.197 -0.334 0.283 0.126
H -3.69427 1.95980 2.01060 -0.325 1.184 -0.368 0.081
H -3.44110 -6.76502 6.74775 -0.025 0.047 -0.024 0.115
H 3.81097 0.79371 0.96807 1.137 -0.106 -0.518 0.086
H -0.33813 -1.32596 -5.52043 0.795 0.533 0.687 0.116
H 5.60563 0.36769 1.09322 -1.118 0.025 -0.581 0.114
H 2.39226 -1.35283 -3.97507 -0.842 -0.588 -0.226 0.083
H 0.11288 -0.03655 -4.33285 0.480 -0.782 -0.353 0.079
H -3.76294 -1.10813 6.30764 -0.023 0.036 -0.030 0.110
H -6.18408 -1.78195 5.27892 0.058 0.013 -0.049 0.115
H 4.87908 8.40120 -0.26696 -0.002 0.023 -0.100 0.121
H 2.12365 -0.86625 0.72409 0.965 -0.654 0.071 0.086
H -4.63613 3.54024 1.79703 0.791 -0.572 -0.348 0.091
H 1.27554 1.50242 -3.33333 0.585 0.518 -0.241 0.087
H 1.77967 -2.69483 -5.00622 -0.474 0.848 0.547 0.122
H 0.55276 -3.61592 -3.13882 -0.109 1.402 -0.003 0.098
H -2.13713 -6.67396 -6.29015 0.042 0.013 0.039 0.116
H 1.79687 6.37934 0.69863 -0.114 0.017 0.103 0.100
H -5.86107 -7.44185 5.71540 0.019 0.053 -0.024 0.115
H -6.66066 -5.21282 5.21471 -0.044 -0.079 -0.036 0.118
H 1.57340 2.66455 -5.42365 0.686 -0.378 -0.902 0.055
H 5.12922 -1.84889 0.35762 -0.825 0.452 -0.212 0.116
H 2.80851 0.64725 -4.61517 -0.059 -0.330 -1.103 0.061
H 1.84380 -1.22919 -1.61884 -0.025 -1.115 0.046 0.075
H -6.98340 0.44848 4.78122 -0.038 -0.059 -0.051 0.119
H 1.01195 -4.15538 -0.71512 0.094 1.138 0.220 0.116
H 2.62108 7.08787 2.10333 0.060 -0.100 -0.059 0.120
H 4.15436 3.02068 -1.86101 -0.437 -0.879 0.477 0.118
H -5.97961 -5.66392 3.63820 0.039 0.108 0.021 0.117
H -2.77613 3.47954 1.79794 -1.229 -0.197 -0.299 0.078
H 6.00624 1.68937 -0.82497 -1.015 -0.313 -0.124 0.111
H -0.79303 1.70475 -2.84758 0.176 0.144 0.456 0.165
H 1.98841 0.99813 -0.93401 0.491 0.205 -1.037 0.124
H -4.24173 1.72514 -0.24381 0.768 0.999 -0.002 0.134
H 2.02828 -3.45979 1.53810 0.610 0.196 -0.971 0.107
H -1.46628 4.94895 -0.85424 -0.488 0.176 -0.376 0.124
H 3.58331 2.64155 -0.17572 0.052 -0.364 -1.189 0.100
H 0.40870 -2.52321 -0.05061 0.576 -0.727 -0.390 0.113
H -2.98715 -6.66473 -4.00889 0.022 -0.062 0.013 0.116
H 4.10286 -1.24985 -1.00955 0.135 -0.068 1.235 0.082
H 3.30336 -3.73759 0.26455 -0.747 0.773 0.261 0.116
H -5.18783 -0.20678 6.84616 0.076 -0.002 -0.016 0.119
H -3.88068 1.60919 6.00750 -0.045 0.050 -0.099 0.117
H -0.25334 -1.98194 -2.78912 0.915 -0.545 -0.274 0.111
H 0.65214 0.72291 -6.68301 0.506 -0.994 0.393 0.103
H 2.15790 8.00342 -1.57288 0.030 0.061 -0.015 0.110
H -2.42432 -8.33537 -4.16045 0.038 0.048 0.016 0.116
H -4.81826 -1.60122 4.17070 -0.089 -0.062 0.062 0.112
H 3.24640 -1.48625 2.00220 -0.406 -0.245 -1.051 0.116
H 4.41844 7.22654 -1.51550 0.031 -0.060 0.090 0.114
H -3.56073 -4.04852 6.44478 -0.051 0.048 -0.084 0.112
H 1.59660 -0.81705 -6.99507 -0.353 0.834 0.781 0.115
H 1.47394 3.33696 -0.17411 -0.161 0.340 -0.192 0.093
H 3.34346 2.83211 -5.69006 -0.939 -0.453 -0.662 0.075
H 2.50791 1.05051 4.47805 -0.020 0.049 -0.032 0.119
```
Forces are in eV/Å.

Its multiplicity is 1. The orbital gap comes out at 0.284 Eh. The value obtained for the total energy is -60192.441 eV. The total charge is +1.